Record 1
DFT (ωB97M-V/def2-TZVPD) results for an isolated molecule of C22H23BrNO3P.

The geometry in XYZ format:
```
51
Properties=species:S:1:pos:R:3:nbo_charge:R:1
C -4.50 1.32 0.28 -0.404
N -4.09 0.50 -0.83 -0.428
C -2.76 0.25 -1.05 0.296
C -2.33 -0.71 -1.97 -0.337
C -0.99 -0.98 -2.15 -0.076
C -0.02 -0.29 -1.43 -0.547
C -0.43 0.69 -0.53 -0.153
C -1.77 0.97 -0.35 -0.312
H -2.04 1.73 0.36 0.215
H 0.30 1.22 0.06 0.213
P 1.67 -0.93 -1.50 2.147
O 1.86 -2.11 -2.34 -1.107
O 2.66 0.21 -2.06 -0.800
C 2.68 1.59 -1.70 -0.097
C 3.18 1.83 -0.31 0.016
C 2.53 2.71 0.55 -0.249
C 2.99 2.90 1.84 -0.209
C 4.11 2.22 2.28 -0.215
C 4.77 1.35 1.43 -0.191
C 4.31 1.16 0.14 -0.238
H 4.82 0.48 -0.52 0.231
H 5.65 0.82 1.77 0.219
H 4.46 2.37 3.29 0.217
H 2.47 3.58 2.50 0.215
H 1.65 3.24 0.20 0.213
H 3.36 2.05 -2.43 0.207
H 1.68 2.02 -1.83 0.190
H -0.67 -1.74 -2.84 0.229
H -3.05 -1.28 -2.54 0.218
C -5.08 -0.37 -1.43 -0.404
H -6.08 -0.01 -1.17 0.208
H -4.99 -1.40 -1.08 0.194
H -5.00 -0.35 -2.52 0.201
H -5.59 1.37 0.31 0.209
H -4.12 2.34 0.16 0.197
H -4.15 0.92 1.24 0.195
C 2.14 -1.39 0.28 -0.258
C 0.84 -1.78 0.91 0.021
C 0.28 -0.98 1.90 -0.211
C -1.03 -1.18 2.31 -0.245
C -1.77 -2.19 1.72 -0.066
C -1.21 -3.05 0.79 -0.239
C 0.10 -2.84 0.39 -0.210
H 0.54 -3.48 -0.36 0.233
H -1.79 -3.85 0.35 0.229
Br -3.61 -2.37 2.15 0.038
H -1.48 -0.55 3.06 0.226
H 0.85 -0.18 2.33 0.217
O 3.10 -2.39 0.18 -0.708
H 2.93 -2.88 -0.65 0.495
H 2.59 -0.56 0.83 0.212
```

Calculated values
Highest occupied orbital energy   -7.898 eV
Molar mass   460.31 g/mol
SMILES string   CN(C)c1ccc([P@@](=O)(OCc2ccccc2)[C@H](O)c2ccc(Br)cc2)cc1
LUMO   0.0201 Eh
ΔE to the lowest compared entry with this formula, charge and spin   0.233 eV
Maximum force   1.47 eV/Å
Net charge   0



Record 2
DFT (ωB97M-V/def2-TZVPD) results for an isolated molecule of C22H23ClN2O2.

The geometry in XYZ format:
```
50
Properties=species:S:1:pos:R:3:nbo_charge:R:1
C -5.92 -0.84 -0.24 -0.252
H -6.56 -0.36 -0.98 0.196
O -4.91 -1.50 -0.96 -0.536
C -4.01 -2.20 -0.12 -0.158
C -3.15 -1.30 0.78 0.650
O -3.19 -1.44 1.99 -0.623
N -2.35 -0.38 0.19 -0.438
C -2.21 -0.26 -1.26 -0.221
H -1.37 -0.88 -1.59 0.184
H -3.12 -0.64 -1.71 0.245
C -1.99 1.17 -1.76 -0.456
C -0.58 1.70 -1.63 0.067
C -0.34 2.94 -1.08 -0.256
C 0.95 3.44 -0.98 -0.189
C 2.02 2.69 -1.44 -0.220
C 1.79 1.45 -2.01 -0.196
C 0.49 0.96 -2.11 -0.256
H 0.33 0.00 -2.58 0.207
H 2.61 0.85 -2.37 0.216
H 3.02 3.06 -1.35 0.217
H 1.12 4.41 -0.54 0.216
H -1.17 3.54 -0.72 0.210
H -2.69 1.85 -1.25 0.216
H -2.26 1.17 -2.82 0.229
C -1.50 0.41 1.05 -0.271
C -0.04 0.07 0.94 -0.081
C 0.42 -1.13 0.46 -0.165
C 1.81 -1.35 0.31 -0.008
C 2.34 -2.54 -0.21 -0.210
C 3.70 -2.70 -0.37 -0.014
C 4.56 -1.65 0.02 -0.207
C 4.07 -0.48 0.54 -0.175
C 2.69 -0.31 0.71 0.125
N 2.22 0.83 1.25 -0.415
C 0.94 1.00 1.36 0.222
Cl 0.45 2.47 2.10 0.014
H 4.73 0.32 0.84 0.226
H 5.62 -1.78 -0.11 0.212
C 4.29 -3.95 -0.93 -0.626
H 4.87 -3.73 -1.82 0.219
H 3.51 -4.67 -1.18 0.215
H 4.96 -4.41 -0.20 0.221
H 1.67 -3.33 -0.50 0.204
H -0.27 -1.91 0.19 0.214
H -1.84 0.22 2.08 0.275
H -1.64 1.48 0.84 0.225
H -4.55 -2.88 0.55 0.202
H -3.37 -2.79 -0.78 0.202
H -6.51 -1.54 0.36 0.174
H -5.51 -0.08 0.43 0.173
```

Calculated values
Highest occupied orbital energy   -8.641 eV
Molar mass   382.89 g/mol
SMILES string   COCC(=O)N(CCc1ccccc1)Cc1cc2cc(C)ccc2nc1Cl
LUMO   0.0094 Eh
ΔE to the lowest compared entry with this formula, charge and spin   1.032 eV
Maximum force   0.72 eV/Å
Net charge   0



Record 3
DFT (ωB97M-V/def2-TZVPD) results for a 2-piece molecular cluster, C22H23ClN3O4S2 overall.

The geometry in XYZ format:
```
55
Properties=species:S:1:pos:R:3:nbo_charge:R:1
C -5.97 2.72 -1.44 -0.392
N -4.87 3.12 -0.58 -0.502
C -5.15 4.32 0.20 -0.392
C -3.60 2.54 -0.64 0.178
C -2.63 2.98 -1.58 -0.233
C -1.34 2.47 -1.56 -0.167
C -0.94 1.50 -0.61 -0.022
C 0.44 1.04 -0.51 0.020
C 1.56 1.83 -0.58 -0.317
C 2.87 1.22 -0.81 0.669
O 3.01 0.05 -1.16 -0.545
N 4.00 2.05 -0.62 -0.457
C 5.25 1.32 -0.69 -0.418
C 4.00 3.44 -0.64 0.315
S 5.37 4.39 -0.66 -0.207
N 2.73 4.01 -0.63 -0.459
C 2.68 5.47 -0.53 -0.418
C 1.53 3.30 -0.41 0.672
O 0.50 3.92 -0.12 -0.587
C -1.95 0.96 0.22 -0.186
C -3.23 1.49 0.25 -0.220
H -5.69 1.84 -2.02 0.213
H -6.86 2.49 -0.82 0.179
H -6.26 3.54 -2.12 0.168
H -4.26 4.60 0.79 0.215
H -5.43 5.16 -0.46 0.168
H -6.00 4.14 0.88 0.178
H -2.91 3.75 -2.30 0.212
H -0.61 2.84 -2.27 0.210
H 0.60 -0.03 -0.41 0.271
H 6.05 2.04 -0.62 0.234
H 5.28 0.61 0.14 0.219
H 5.29 0.76 -1.63 0.220
H 1.64 5.77 -0.49 0.240
H 3.22 5.79 0.36 0.214
H 3.19 5.90 -1.40 0.217
H -1.68 0.14 0.89 0.241
H -3.98 1.12 0.95 0.222
Cl 1.28 -1.59 1.45 -0.037
C 1.36 -3.23 1.33 -1.014
S 0.07 -4.29 1.83 2.142
C 0.54 -6.03 1.52 -0.268
C 0.20 -6.62 0.30 -0.192
C 0.58 -7.94 0.02 -0.228
C 1.28 -8.69 0.98 -0.221
C 1.56 -8.12 2.22 -0.230
C 1.17 -6.80 2.51 -0.196
O -0.10 -4.28 3.26 -1.007
O -1.10 -4.06 1.00 -0.994
H 2.34 -3.68 1.36 0.199
H -0.39 -6.06 -0.43 0.243
H 0.33 -8.38 -0.95 0.203
H 1.59 -9.72 0.75 0.202
H 2.09 -8.71 2.98 0.203
H 1.35 -6.40 3.51 0.240
```

Calculated values
Highest occupied orbital energy   -2.650 eV
Molar mass   493.03 g/mol
LUMO   0.0373 Eh
ΔE to the lowest compared entry with this formula, charge and spin   1.710 eV
Maximum force   4.52 eV/Å
Net charge   -1



Record 4
DFT (ωB97M-V/def2-TZVPD) results for an isolated molecule of C22H23ClN6.

The geometry in XYZ format:
```
52
Properties=species:S:1:pos:R:3:nbo_charge:R:1
C 5.29 0.06 1.80 -0.417
N 4.97 -1.34 1.62 -0.438
C 4.07 -1.60 0.52 -0.220
C 2.61 -1.22 0.82 -0.254
N 2.17 -1.94 2.01 -0.437
C 0.76 -1.76 2.27 -0.252
C 0.34 -0.33 2.38 0.321
N 0.92 0.57 3.12 -0.295
N 0.38 1.78 2.83 -0.269
C -0.52 1.61 1.92 0.335
N -0.60 0.28 1.58 -0.392
C -1.52 -0.26 0.67 0.141
C -2.22 -1.42 1.00 -0.210
C -3.14 -1.95 0.12 -0.206
C -3.38 -1.31 -1.09 -0.045
C -2.69 -0.15 -1.42 -0.208
C -1.76 0.39 -0.55 -0.033
C -1.07 1.65 -0.93 0.223
N -0.90 2.65 -0.17 -0.371
C -1.33 2.62 1.21 -0.298
H -1.15 3.61 1.64 0.240
H -2.40 2.36 1.29 0.206
C -0.56 1.74 -2.31 -0.021
C -0.17 0.61 -3.01 -0.223
C 0.31 0.73 -4.30 -0.201
C 0.41 1.97 -4.90 -0.199
C 0.03 3.11 -4.20 -0.208
C -0.45 3.00 -2.91 -0.189
H -0.75 3.87 -2.35 0.235
H 0.10 4.08 -4.66 0.217
H 0.78 2.06 -5.91 0.216
H 0.62 -0.16 -4.84 0.215
H -0.23 -0.37 -2.55 0.216
H -2.89 0.34 -2.36 0.244
Cl -4.54 -1.96 -2.19 0.023
H -3.69 -2.84 0.37 0.236
H -2.05 -1.89 1.95 0.232
H 0.21 -2.23 1.45 0.210
H 0.52 -2.29 3.20 0.223
C 3.02 -1.61 3.15 -0.261
C 4.47 -1.99 2.81 -0.223
H 5.12 -1.74 3.66 0.200
H 4.52 -3.07 2.64 0.194
H 2.68 -2.20 4.00 0.199
H 2.94 -0.55 3.41 0.207
H 1.98 -1.52 -0.02 0.196
H 2.54 -0.13 0.94 0.174
H 4.42 -1.07 -0.37 0.199
H 4.11 -2.68 0.32 0.196
H 4.44 0.69 2.08 0.172
H 5.72 0.44 0.87 0.198
H 6.04 0.14 2.59 0.200
```

Calculated values
Highest occupied orbital energy   -7.961 eV
Molar mass   406.92 g/mol
SMILES string   CN1CCN(Cc2nnc3n2-c2ccc(Cl)cc2C(c2ccccc2)=NC3)CC1
LUMO   -0.0042 Eh
ΔE to the lowest compared entry with this formula, charge and spin   0.845 eV
Maximum force   1.06 eV/Å
Net charge   0



Record 5
DFT (ωB97M-V/def2-TZVPD) results for C22H23IrN6SSi as an isolated structure.

The geometry in XYZ format:
```
54
Properties=species:S:1:pos:R:3:lowdin_spin:R:1
Ir -1.80 -0.14 0.15 2.211
N -0.95 4.60 1.80 0.028
C -2.03 4.04 1.29 0.007
N -2.28 2.75 1.35 0.052
C -1.40 1.96 1.95 0.057
N -1.76 0.62 1.97 0.237
N -1.53 0.03 3.19 -0.014
C -1.88 -1.19 3.34 0.079
C -2.49 -2.16 2.42 0.011
C -2.99 -3.33 3.00 0.020
C -3.61 -4.28 2.22 -0.005
C -3.72 -4.05 0.86 0.023
C -3.19 -2.88 0.34 0.017
N -2.60 -1.95 1.09 0.145
C -0.17 2.46 2.50 0.013
C 0.85 1.68 3.10 -0.002
C 1.98 2.28 3.58 0.008
C 2.14 3.68 3.50 0.002
C 1.18 4.47 2.92 0.003
C 0.04 3.85 2.42 0.008
H -0.84 5.61 1.75 0.001
H -2.75 4.70 0.82 0.000
H -1.74 -1.57 4.35 0.003
H -2.88 -3.48 4.07 0.001
H -4.00 -5.19 2.66 -0.001
H -4.19 -4.76 0.19 0.002
H -3.23 -2.67 -0.72 0.005
H 0.74 0.61 3.18 0.000
H 2.76 1.69 4.04 0.000
H 3.04 4.13 3.90 0.000
H 1.31 5.54 2.85 0.000
C 3.04 -2.56 -1.85 0.010
Si 2.79 -1.06 -2.94 0.007
C 3.23 -1.46 -4.71 0.000
C 3.67 0.45 -2.30 0.004
C 0.91 -0.59 -2.97 0.057
C 0.28 -0.23 -4.17 0.017
C -1.05 0.14 -4.23 0.048
C -1.79 0.18 -3.05 0.050
N -1.22 -0.14 -1.89 0.093
C 0.09 -0.52 -1.85 0.065
S 0.50 -0.85 -0.20 0.723
H 4.06 -2.93 -2.02 0.001
H 2.36 -3.38 -2.10 0.000
H 2.96 -2.34 -0.79 0.005
H 4.22 -1.90 -4.74 0.000
H 3.27 -0.57 -5.35 0.000
H 2.55 -2.18 -5.17 0.000
H 4.75 0.37 -2.49 0.000
H 3.54 0.58 -1.22 0.002
H 3.33 1.36 -2.79 0.000
H 0.85 -0.26 -5.10 0.000
H -1.52 0.41 -5.16 0.002
H -2.83 0.47 -3.03 0.005
```

Calculated values
Highest occupied orbital energy (alpha / beta)   -13.296 / -14.462 eV
Molar mass   623.84 g/mol
Spin multiplicity   5
LUMO (alpha / beta)   -0.2402 / -0.3113 Eh
⟨S²⟩   6.0316
ΔE to the lowest compared entry with this formula, charge and spin   0.000 eV
Maximum force   0.73 eV/Å
Net charge   +2



Record 6
DFT (ωB97M-V/def2-TZVPD) results for C22H23LiNO as an isolated structure.

The geometry in XYZ format:
```
48
Properties=species:S:1:pos:R:3:nbo_charge:R:1
C 5.09 1.21 -0.80 -0.087
C 4.02 0.43 -0.02 -0.253
N 2.73 1.15 -0.05 -0.302
C 1.56 0.52 -0.38 0.227
C 0.34 1.17 -0.41 -0.371
C -0.77 0.73 -1.10 0.056
C -2.00 1.45 -1.15 -0.176
C -2.92 1.20 -2.19 -0.117
C -4.07 1.95 -2.31 -0.215
C -4.36 2.95 -1.39 -0.128
C -3.48 3.19 -0.34 -0.228
C -2.32 2.46 -0.22 -0.090
C 2.89 2.63 -0.09 -0.263
C 4.25 3.08 0.46 -0.087
O 5.36 2.50 -0.23 -0.512
H 6.04 0.67 -0.85 0.227
H 4.76 1.39 -1.83 0.180
H 3.89 -0.58 -0.42 0.229
H 4.33 0.33 1.02 0.228
H 1.62 -0.49 -0.72 0.219
H 0.28 2.13 0.07 0.224
H -0.67 -0.12 -1.76 0.220
H -2.68 0.45 -2.92 0.221
H -4.73 1.77 -3.13 0.235
H -5.26 3.53 -1.50 0.235
H -3.72 3.96 0.37 0.233
H -1.66 2.65 0.60 0.203
H 2.80 2.94 -1.13 0.226
H 2.07 3.10 0.45 0.231
H 4.36 4.17 0.39 0.227
H 4.35 2.82 1.52 0.185
C -3.16 -3.63 0.44 -0.512
Li -1.07 -3.33 0.23 0.878
C -3.23 -2.14 0.26 -0.205
C -2.27 -1.47 0.97 -0.360
C -1.41 -2.50 1.67 -0.202
C -2.02 -3.81 1.43 -0.170
C -1.20 -4.99 1.48 -0.224
C 0.20 -4.84 1.67 -0.261
C 0.80 -3.56 1.84 -0.267
C 0.01 -2.39 1.85 -0.242
H -4.08 -4.08 0.84 0.245
H -4.06 -1.64 -0.24 0.221
H -2.13 -0.39 1.05 0.215
H -1.64 -5.94 1.15 0.241
H 0.83 -5.73 1.66 0.235
H 1.88 -3.49 1.96 0.226
H 0.46 -1.40 1.81 0.207
```

Calculated values
Highest occupied orbital energy   -9.449 eV
Molar mass   324.37 g/mol
LUMO   -0.1839 Eh
Maximum force   7.25 eV/Å
Net charge   +1



> What is the molar mass in the third record?

493.03 g/mol



What did the first record say?
DFT (ωB97M-V/def2-TZVPD) results for an isolated molecule of C22H23BrNO3P.

The geometry in XYZ format:
```
51
Properties=species:S:1:pos:R:3:nbo_charge:R:1
C -4.50 1.32 0.28 -0.404
N -4.09 0.50 -0.83 -0.428
C -2.76 0.25 -1.05 0.296
C -2.33 -0.71 -1.97 -0.337
C -0.99 -0.98 -2.15 -0.076
C -0.02 -0.29 -1.43 -0.547
C -0.43 0.69 -0.53 -0.153
C -1.77 0.97 -0.35 -0.312
H -2.04 1.73 0.36 0.215
H 0.30 1.22 0.06 0.213
P 1.67 -0.93 -1.50 2.147
O 1.86 -2.11 -2.34 -1.107
O 2.66 0.21 -2.06 -0.800
C 2.68 1.59 -1.70 -0.097
C 3.18 1.83 -0.31 0.016
C 2.53 2.71 0.55 -0.249
C 2.99 2.90 1.84 -0.209
C 4.11 2.22 2.28 -0.215
C 4.77 1.35 1.43 -0.191
C 4.31 1.16 0.14 -0.238
H 4.82 0.48 -0.52 0.231
H 5.65 0.82 1.77 0.219
H 4.46 2.37 3.29 0.217
H 2.47 3.58 2.50 0.215
H 1.65 3.24 0.20 0.213
H 3.36 2.05 -2.43 0.207
H 1.68 2.02 -1.83 0.190
H -0.67 -1.74 -2.84 0.229
H -3.05 -1.28 -2.54 0.218
C -5.08 -0.37 -1.43 -0.404
H -6.08 -0.01 -1.17 0.208
H -4.99 -1.40 -1.08 0.194
H -5.00 -0.35 -2.52 0.201
H -5.59 1.37 0.31 0.209
H -4.12 2.34 0.16 0.197
H -4.15 0.92 1.24 0.195
C 2.14 -1.39 0.28 -0.258
C 0.84 -1.78 0.91 0.021
C 0.28 -0.98 1.90 -0.211
C -1.03 -1.18 2.31 -0.245
C -1.77 -2.19 1.72 -0.066
C -1.21 -3.05 0.79 -0.239
C 0.10 -2.84 0.39 -0.210
H 0.54 -3.48 -0.36 0.233
H -1.79 -3.85 0.35 0.229
Br -3.61 -2.37 2.15 0.038
H -1.48 -0.55 3.06 0.226
H 0.85 -0.18 2.33 0.217
O 3.10 -2.39 0.18 -0.708
H 2.93 -2.88 -0.65 0.495
H 2.59 -0.56 0.83 0.212
```

Calculated values
Highest occupied orbital energy   -7.898 eV
Molar mass   460.31 g/mol
SMILES string   CN(C)c1ccc([P@@](=O)(OCc2ccccc2)[C@H](O)c2ccc(Br)cc2)cc1
LUMO   0.0201 Eh
ΔE to the lowest compared entry with this formula, charge and spin   0.233 eV
Maximum force   1.47 eV/Å
Net charge   0



> The highest molar mass belongs to which entry?

C22H23IrN6SSi



> The lowest maximum force belongs to which entry?

C22H23ClN2O2